Density functional theory data (ωB97M-V/def2-TZVPD) for C18H19N5O5S4Sc as an isolated structure in a non-equilibrium geometry.

The geometry in XYZ format:
```
52
Properties=species:S:1:pos:R:3:forces:R:3
Sc 0.43376 1.28512 -2.42148 -0.811 1.882 0.401
C 2.74803 3.74110 -0.42449 -0.104 0.025 0.044
C 3.28599 2.60957 -1.21219 -0.355 0.111 -0.023
N 2.53625 1.84577 -1.98009 0.553 -0.352 0.027
C 3.35041 0.89669 -2.53947 0.721 0.187 0.225
C 4.64296 1.10673 -2.09824 -0.630 -0.312 -0.320
N 4.56737 2.19585 -1.26037 -0.013 -0.245 -0.224
C 5.93063 0.42004 -2.33794 0.044 0.071 0.029
O 5.90445 -0.61384 -3.14825 -0.212 -0.141 -0.161
O 6.94071 0.82233 -1.79627 -0.116 -0.027 -0.048
C 2.73704 -0.11238 -3.46726 1.119 -0.097 -0.036
O 3.47557 -0.95397 -3.99966 -0.153 0.083 0.098
O 1.48955 0.01127 -3.63426 -0.217 -0.227 -0.334
H 1.71129 3.90020 -0.74127 0.172 0.029 -0.023
H 3.32314 4.64870 -0.59786 0.027 0.075 0.007
H 2.76371 3.50586 0.63885 0.011 -0.008 0.089
H 5.37127 2.56970 -0.77762 -0.093 0.003 -0.038
H 4.96861 -0.81300 -3.52138 0.233 0.230 0.221
S -0.26927 3.46301 -2.90726 0.540 -0.754 -0.188
S -2.23009 -0.36736 4.68188 -0.467 0.393 0.465
C -1.27389 -0.55860 3.35691 -0.028 0.236 -0.278
S -0.79217 0.77368 2.32534 0.430 -1.305 -0.060
C 0.07945 -0.41559 1.25404 -1.125 0.621 1.184
N -0.06174 -1.61022 1.69479 0.652 -0.542 -0.892
N -0.78298 -1.70970 2.83573 -0.168 1.086 0.360
C -0.96375 -3.00962 3.33262 -0.053 -0.750 0.154
C -0.93613 -4.06286 2.41825 -0.041 0.148 -0.032
C -1.10911 -5.36006 2.85869 -0.037 -0.071 0.050
C -1.30995 -5.61851 4.20591 0.034 -0.065 0.032
C -1.30284 -4.57209 5.11262 0.011 -0.192 -0.098
C -1.12092 -3.26895 4.68961 0.098 0.082 -0.045
S 1.04838 0.06682 -0.01909 0.937 0.527 -0.935
H -0.75998 -3.84198 1.37595 -0.022 -0.026 0.010
H -1.08622 -6.17616 2.14911 0.000 0.002 -0.046
H -1.44691 -6.63302 4.54999 -0.027 -0.093 0.027
H -1.42937 -4.77502 6.16368 -0.015 0.003 0.174
H -1.09245 -2.46571 5.40487 -0.014 -0.008 -0.021
C -2.11571 2.55784 -0.27786 0.695 0.528 0.074
N -3.10168 1.72788 -0.94713 0.253 -0.403 -0.399
C -4.49345 1.94393 -0.61689 -0.405 -0.062 -0.099
C -2.68466 0.91540 -1.92305 -0.150 0.129 0.135
C -3.67369 0.34110 -2.90342 0.210 -0.064 0.091
O -1.47136 0.65809 -2.08420 -1.097 -0.477 0.126
H -2.57425 3.09378 0.54966 -0.117 -0.125 0.021
H -1.67568 3.26639 -1.00777 -0.173 -0.307 0.377
H -1.30098 1.94411 0.11362 -0.151 0.104 -0.156
H -4.55257 2.35812 0.38839 0.056 -0.018 -0.096
H -5.04554 1.00360 -0.60738 0.025 0.072 -0.030
H -4.97671 2.63775 -1.31021 -0.001 0.007 0.038
H -4.70043 0.34981 -2.56131 -0.083 -0.007 0.024
H -3.37417 -0.66995 -3.16815 0.035 -0.020 0.056
H -3.59989 0.94836 -3.80869 0.025 0.063 0.041
```
Forces are in eV/Å.

- lowest unoccupied orbital energy (eV) = 2.31
- HOMO energy (eV) = -4.2
- charge = -1
- relative energy (zero: lowest compared OMol25 entry of this formula, charge and spin) (kJ/mol) = 58.2
- gap between HOMO and LUMO (eV) = 6.521
- calculated total energy (eV) = -100712.09998

Density functional theory data (ωB97M-V/def2-TZVPD) for one molecule with the formula C18H19NO4.

The geometry in XYZ format:
```
42
Properties=species:S:1:pos:R:3:forces:R:3
C -0.68004 -3.01299 1.08107 -0.070 0.139 -0.322
C -0.71119 -2.97274 -0.44132 0.018 -0.492 0.319
O -0.91047 -1.65488 -0.94140 0.043 0.177 -0.055
C -2.12901 -1.13040 -0.82462 -0.566 0.307 -0.038
N -3.10721 -1.86936 -0.32330 0.514 -0.251 -0.130
C -4.30960 -1.33820 -0.17244 -0.189 0.259 0.012
C -4.60638 -0.02328 -0.47934 -0.006 -0.017 -0.018
C -3.59188 0.75860 -1.01056 0.242 -0.216 0.003
C -2.33481 0.20959 -1.22054 -0.062 -0.257 0.148
C -1.27808 1.06309 -1.80935 -0.115 0.220 0.089
O -1.20410 2.25380 -1.62808 -0.022 -0.061 -0.132
O -0.43671 0.38426 -2.59666 -0.037 -0.191 -0.077
C 0.56772 1.17063 -3.22184 0.086 0.539 -0.324
C 1.41725 1.98099 -2.23708 -0.144 -0.112 -0.357
O 1.84391 3.06646 -2.54898 -0.035 -0.115 -0.017
C 1.69921 1.34021 -0.93824 0.279 -0.085 0.544
C 1.81690 -0.03940 -0.79258 0.026 0.338 -0.111
C 2.12294 -0.56728 0.44600 0.074 0.005 0.098
C 2.28686 0.24329 1.56246 -0.022 -0.059 -0.181
C 2.59704 -0.36311 2.89552 -0.012 0.029 -0.033
C 2.16391 1.63110 1.42273 -0.007 0.016 -0.138
C 2.33999 2.53661 2.60233 -0.008 -0.048 -0.013
C 1.88806 2.15908 0.17365 -0.052 -0.177 -0.122
H -0.38225 -4.00353 1.41334 0.054 -0.119 0.063
H -1.66607 -2.78812 1.47772 -0.004 -0.034 0.076
H 0.02734 -2.27889 1.45898 0.103 0.035 0.068
H -1.50110 -3.62908 -0.81957 0.178 0.053 -0.017
H 0.25253 -3.27482 -0.85778 -0.124 0.021 -0.002
H -5.05749 -2.01124 0.22573 -0.147 0.040 0.030
H -5.59372 0.37615 -0.31623 -0.097 0.015 0.011
H -3.75645 1.79147 -1.27936 0.010 0.084 -0.008
H 1.20180 0.46740 -3.76720 -0.075 0.044 0.059
H 0.11243 1.87484 -3.92747 0.151 -0.105 0.131
H 1.69088 -0.69700 -1.63755 -0.072 -0.076 -0.092
H 2.24250 -1.63661 0.54927 0.003 -0.112 0.037
H 3.54254 0.01920 3.27885 0.059 -0.008 0.103
H 1.82308 -0.11057 3.62000 -0.015 -0.016 0.115
H 2.66553 -1.44582 2.82371 0.007 -0.055 0.033
H 3.33424 2.41792 3.03222 0.053 0.046 0.100
H 1.61293 2.30124 3.37901 -0.018 0.041 0.116
H 2.21050 3.57475 2.30963 0.001 0.074 0.032
H 1.79647 3.22667 0.03929 -0.002 0.123 0.002
```
Forces are in eV/Å.

- lowest unoccupied orbital energy (eV) = 0.45
- HOMO energy (eV) = -9.0
- charge = 0
- relative energy (zero: lowest compared OMol25 entry of this formula, charge and spin) (kJ/mol) = 91.8
- SMILES = CCOc1ncccc1C(=O)OCC(=O)c1ccc(C)c(C)c1
- gap between HOMO and LUMO (eV) = 9.470
- calculated total energy (eV) = -28654.89116

Density functional theory data (ωB97M-V/def2-TZVPD) for C18H20AsIrN2O7S2 as an isolated structure in a non-equilibrium geometry.

The geometry in XYZ format:
```
51
Properties=species:S:1:pos:R:3:forces:R:3
Ir -0.06773 -1.38150 0.94286 1.495 1.216 0.734
C 4.93243 1.07333 -0.86869 -0.062 0.054 0.145
C 4.47783 1.30883 0.57043 0.056 -0.094 -0.203
N 3.18940 1.98967 0.63059 -0.149 -0.034 -0.022
C 3.22794 3.45391 0.65254 -0.103 0.073 0.154
C 3.05488 4.00524 2.06440 0.033 -0.080 -0.111
C 2.00520 1.34609 0.61516 -0.134 -0.260 0.192
S 2.09692 -0.39885 0.51212 -0.470 -0.438 -0.047
N 0.93526 2.12925 0.64125 0.092 0.290 0.044
C -0.34722 1.78334 0.70179 0.345 -0.144 -0.163
O -0.84532 0.64144 0.83605 -0.324 -0.246 0.124
C -1.31692 2.91334 0.59271 -0.186 -0.036 0.022
C -0.91207 4.23880 0.71513 0.009 -0.012 0.014
C -1.84860 5.25743 0.64733 0.000 0.060 -0.012
C -3.18968 4.96064 0.44738 0.000 0.003 0.003
C -3.59448 3.64046 0.30814 -0.033 -0.021 -0.014
C -2.66350 2.61797 0.38203 0.103 0.012 0.006
H 5.93387 0.64211 -0.88490 -0.008 -0.002 -0.008
H 4.94982 2.01296 -1.42321 0.031 -0.014 -0.020
H 4.24746 0.38786 -1.36573 0.015 0.003 -0.040
H 5.20135 1.93161 1.09752 -0.042 0.019 0.061
H 4.40144 0.36019 1.09646 0.050 0.034 0.075
H 2.43853 3.83092 0.00725 0.023 0.004 -0.049
H 4.18979 3.75896 0.23976 -0.001 -0.038 -0.048
H 2.09826 3.67682 2.46766 -0.008 0.026 0.032
H 3.07586 5.09596 2.05345 0.016 -0.010 0.002
H 3.85116 3.65076 2.72105 -0.006 0.015 0.011
H 0.13403 4.46154 0.87285 0.006 -0.028 0.001
H -1.53308 6.28810 0.74912 0.005 -0.010 0.011
H -3.91918 5.75930 0.39955 0.006 -0.002 -0.012
H -4.63821 3.40580 0.14266 0.010 0.008 -0.006
H -2.95653 1.58373 0.26517 -0.034 0.003 0.018
O -0.11430 -4.18832 0.38713 -0.102 -0.334 0.128
As -1.60405 -3.88404 1.35368 0.375 -0.726 0.185
O -2.52640 -2.43696 0.40240 0.089 0.044 0.078
O -0.84352 -2.78256 2.40486 -0.100 0.394 -0.292
C -2.45837 -5.03354 -0.56600 0.013 -0.031 -0.159
C -2.30355 -6.39562 -0.46656 -0.081 0.061 0.137
C -2.25314 -7.15098 -1.62998 -0.027 0.010 -0.067
C -2.32689 -6.51427 -2.86212 0.052 -0.070 0.011
C -2.47642 -5.14139 -2.94046 -0.062 0.273 0.035
C -2.56124 -4.38260 -1.77758 -0.009 -0.198 0.147
S -2.18139 -1.92960 -0.97792 -0.769 0.348 -1.118
O -2.87443 -0.73154 -1.26434 -0.089 -0.065 -0.036
O -2.82358 -3.02509 -1.93907 0.077 0.033 -0.010
O -0.74863 -1.95778 -1.20266 -0.030 -0.159 0.168
H 0.64593 -4.06624 0.97821 -0.077 0.132 -0.070
H -2.22001 -6.86500 0.50645 0.029 -0.028 -0.025
H -2.14707 -8.22612 -1.57404 0.026 0.007 0.009
H -2.25289 -7.09233 -3.77344 -0.043 0.007 -0.002
H -2.53900 -4.62207 -3.88845 -0.005 -0.049 -0.013
```
Forces are in eV/Å.

- lowest unoccupied orbital energy (alpha / beta) (eV) = 0.28 / -2.17
- HOMO energy (alpha / beta) (eV) = -7.9 / -8.5
- charge = 0
- multiplicity = 5
- gap between HOMO and LUMO (alpha / beta) (eV) = 8.214 / 6.295
- calculated total energy (eV) = -121647.47309

Density functional theory data (ωB97M-V/def2-TZVPD) for C18H20AsN3O6S6SbY as an isolated structure in a non-equilibrium geometry.

The geometry in XYZ format:
```
56
Properties=species:S:1:pos:R:3:forces:R:3
Y 12.90462 9.49930 9.46425 -1.267 1.735 -1.867
S 10.04959 12.92528 5.90824 0.527 -0.358 1.100
Sb 11.85863 12.23088 7.28535 -0.522 0.073 -1.924
S 11.81622 12.20367 9.62850 0.125 -0.806 0.476
S 12.24347 9.90651 6.82926 0.180 0.222 0.444
S 13.73934 13.32114 6.53864 -0.526 0.368 0.263
O 16.00152 7.39690 10.78938 -0.338 1.596 1.592
As 15.68686 9.00399 11.67350 -0.727 -0.546 -1.788
O 17.11019 9.81769 12.03361 -1.985 -1.349 0.043
O 14.53570 9.94579 10.74097 2.333 -1.289 1.926
C 14.55766 7.96602 13.05192 0.771 1.406 -1.283
C 15.01981 8.14421 14.33982 -1.406 -0.875 0.229
C 14.12176 7.78692 15.36759 1.381 -0.642 2.367
C 12.89518 7.15243 15.18309 0.066 0.656 -1.119
C 12.51764 6.96818 13.85165 -0.556 -1.369 0.901
C 13.31557 7.33950 12.80550 1.437 0.674 0.777
S 12.49184 7.30946 11.29816 -4.592 -0.146 -1.298
O 11.55117 6.17788 11.17598 1.722 1.438 1.144
O 13.40144 7.35494 10.16828 1.064 -0.345 -0.786
O 11.79338 8.65625 11.35833 0.780 -1.406 -0.052
H 16.61508 7.56296 10.09009 0.703 0.213 -0.967
H 16.05061 8.46423 14.50109 -0.504 0.291 0.221
H 14.52114 7.85925 16.41600 -0.562 0.171 -0.990
H 12.16212 6.83640 15.94362 0.928 0.338 -0.091
H 11.61791 6.39656 13.62657 0.003 0.382 -0.027
C 16.27785 12.32559 8.91277 -0.830 -1.817 0.659
C 16.82638 11.51049 7.69968 0.657 -0.502 1.179
C 16.77289 12.31664 6.46759 -1.003 0.737 -2.379
C 18.31425 11.06790 7.99956 -0.247 0.030 1.290
C 15.96308 10.26578 7.56146 -0.707 -2.152 2.351
N 15.41444 9.26470 7.86861 1.348 2.816 -1.175
H 16.70297 13.28892 9.02845 1.033 0.910 -0.279
H 16.42471 11.76654 9.88294 -0.310 0.468 -1.050
H 15.21848 12.55088 8.73885 0.054 -0.314 0.135
H 17.50705 13.10332 6.41592 0.485 0.338 0.438
H 15.76526 12.79559 6.31589 1.031 -0.692 0.267
H 16.94819 11.70135 5.57301 0.007 -0.028 0.128
H 19.01377 11.87306 7.73934 -0.372 0.005 -0.076
H 18.65607 10.17195 7.47552 -0.277 0.013 -0.039
H 18.43974 10.91586 9.11186 -0.200 -0.139 -1.120
N 11.91291 6.50985 7.38401 -0.309 -1.173 0.159
C 10.71908 7.04661 7.79252 2.147 0.447 0.187
N 10.65403 8.02750 8.65373 -0.294 -1.010 -0.999
C 9.34755 8.50579 8.62117 -0.172 -1.068 -0.683
C 8.87720 9.66286 9.23775 2.362 -0.327 1.365
C 7.56967 9.97208 9.13983 -1.993 -0.336 -0.756
C 6.70263 9.18004 8.35797 -1.039 -0.470 0.376
C 7.18934 8.08737 7.61980 -0.358 0.285 1.147
C 8.51121 7.69151 7.80264 -1.480 2.092 -0.136
S 9.34703 6.47077 6.89484 -0.182 0.884 1.077
H 12.61528 6.51083 8.11986 0.062 -0.194 -0.269
H 11.74238 5.60417 6.91711 0.799 0.765 0.571
H 9.57710 10.22083 9.91931 -0.747 -0.402 -1.037
H 7.15364 10.81334 9.66048 -0.010 0.275 0.207
H 5.57657 9.29548 8.49302 1.636 0.182 -0.667
H 6.51103 7.49039 7.03151 -0.122 -0.056 -0.165
```
Forces are in eV/Å.

- lowest unoccupied orbital energy (eV) = 3.83
- HOMO energy (eV) = -1.2
- charge = -2
- relative energy (zero: lowest compared OMol25 entry of this formula, charge and spin) (kJ/mol) = 0.0
- gap between HOMO and LUMO (eV) = 5.041
- calculated total energy (eV) = -169183.83762